Record 1
132
Properties=species:S:1:pos:R:3:forces:R:3 method="wB97M-V/def2-TZVPD" homo_energy_ev=-8.9 homo_lumo_gap_ev=8.94 lumo_ev=0.00 total_energy_ha=-2700.90033 de_lowest_ev=0.706
C 1.553080 -0.462979 3.328901 0.51 0.05 -0.49
N 1.477097 -1.404447 4.390175 -0.02 0.24 0.03
C 1.579839 -1.118539 5.702255 -0.04 -1.92 1.69
C 1.977439 0.308207 6.174185 0.60 -1.13 0.28
O 1.419345 -2.070505 6.493383 0.22 1.69 -0.41
H 1.320134 -1.023130 2.423321 -0.36 0.47 -0.11
H 2.586166 -0.136474 3.209563 0.03 0.53 -0.08
H 0.873735 0.368517 3.516528 0.07 0.12 -0.47
H 1.314808 -2.358047 4.099633 -0.09 -0.10 0.60
H 2.972210 0.534806 5.790533 -0.33 0.51 -1.09
H 2.295678 0.297532 7.216639 -0.91 -0.53 0.32
H 1.205574 1.067982 6.051384 0.29 0.00 -0.39
C -0.520705 -6.129691 5.004896 -1.63 0.00 1.20
N -1.115759 -4.790340 4.908485 0.57 -1.15 2.60
C -0.850355 -3.940068 3.975012 -1.51 2.48 -1.49
C -1.721040 -2.666113 4.076182 0.56 0.47 -0.38
O -0.134951 -4.161107 3.026863 1.47 0.04 -1.32
H 0.220906 -6.327950 4.231066 -0.63 -0.01 -0.05
H -1.444214 -6.703290 5.083731 0.30 -1.10 -1.30
H -0.154404 -6.425869 5.987843 0.82 1.01 0.17
H -1.591828 -4.339792 5.676904 0.03 -0.84 0.29
H -2.043939 -2.340801 3.087243 -0.19 -0.48 -0.14
H -1.144963 -1.793110 4.382930 0.27 -0.20 0.41
H -2.577521 -2.768116 4.742613 0.04 -0.07 -0.07
C 5.911524 1.484999 -1.755720 0.32 -0.44 -1.26
N 5.631023 0.034150 -1.883496 -0.11 -0.09 1.35
C 4.606341 -0.547200 -2.567476 0.86 2.76 -2.03
C 4.492747 -2.004252 -2.523963 -0.23 -1.38 0.91
O 3.948222 0.136596 -3.353305 -0.44 -0.46 0.81
H 5.053491 2.156384 -1.789084 -0.43 -0.64 0.34
H 6.462846 1.785380 -2.646735 0.27 0.07 0.00
H 6.537213 1.709349 -0.891838 -0.21 -0.33 0.06
H 6.189610 -0.616157 -1.349476 0.03 0.44 0.14
H 5.109234 -2.522092 -3.258730 -0.16 0.33 -0.33
H 3.439001 -2.247187 -2.660725 0.15 -0.24 -0.12
H 4.830681 -2.402272 -1.567155 -0.16 -0.06 0.16
C 1.087812 5.365738 2.355133 1.53 -0.78 0.54
N 2.262152 4.453762 2.150448 -2.00 2.33 2.06
C 2.551768 3.958341 0.992019 0.97 -2.71 -2.75
C 3.644400 2.934527 1.062325 1.66 0.13 -0.68
O 2.032119 4.139387 -0.106233 -0.72 0.50 0.72
H 1.319540 6.343699 1.933247 -0.47 -0.04 -0.07
H 1.001379 5.418797 3.440402 -0.21 0.34 -0.07
H 0.180327 4.894588 1.977503 0.32 0.21 -0.29
H 3.037483 4.490121 2.796696 -0.49 -0.14 0.24
H 3.387479 1.930557 0.724512 -0.57 0.11 0.25
H 4.195646 2.892070 2.001709 -0.19 -0.12 0.12
H 4.349168 3.267699 0.300491 0.31 -0.05 -0.01
C 0.228382 -0.253756 -4.469698 0.18 0.47 -0.80
N 0.601082 -0.654264 -5.816254 -0.41 -2.80 0.37
C 0.940855 0.044406 -6.902529 1.16 1.87 -0.54
C 1.343904 -0.756706 -8.132848 -0.54 -1.14 0.14
O 1.061465 1.254837 -6.877124 -0.41 0.47 -0.19
H 0.978433 -0.598017 -3.757657 0.25 0.49 -0.01
H -0.708828 -0.709781 -4.150686 -0.21 0.08 -0.33
H 0.119634 0.828377 -4.542288 0.13 0.01 0.62
H 0.746897 -1.645316 -5.945248 -0.25 0.05 0.18
H 1.162303 -1.805459 -7.897836 0.42 -0.29 -0.14
H 2.382326 -0.612385 -8.431087 -0.03 0.15 0.39
H 0.748928 -0.617302 -9.035443 -0.24 0.67 0.28
C -1.634808 4.493418 -0.898074 -1.79 1.59 -1.26
N -0.431615 4.502477 -1.657748 1.13 -1.79 2.61
C -0.238703 4.815204 -2.928300 -0.12 -0.21 -0.51
C 1.110789 4.632460 -3.494671 1.66 -0.69 0.27
O -1.119273 5.260873 -3.607347 -1.72 0.99 -1.36
H -2.388362 5.039088 -1.465969 -0.02 0.10 -0.45
H -1.581562 5.151160 -0.030531 0.33 -0.73 0.51
H -2.139752 3.533312 -0.791547 0.55 -0.29 0.61
H 0.296939 3.985320 -1.186724 0.43 0.53 -0.25
H 1.693839 5.528298 -3.281057 -0.15 0.37 -0.69
H 1.058053 4.317521 -4.536855 -0.03 0.64 0.00
H 1.746661 3.894555 -3.005540 -0.36 -0.41 0.34
C -2.548684 -2.087458 -2.313382 -0.11 1.39 -0.40
N -2.890642 -3.470986 -2.511587 -0.95 3.16 1.59
C -2.138988 -4.445630 -2.945735 1.61 -1.33 -1.21
C -0.756273 -4.238752 -3.674920 -1.50 -0.80 1.00
O -2.553366 -5.573971 -2.814595 0.15 -1.45 -0.14
H -1.509623 -1.825468 -2.113847 0.16 -0.57 -0.14
H -3.092857 -1.661419 -1.470487 -0.06 -0.37 0.17
H -2.879678 -1.480826 -3.156316 0.12 0.09 -0.27
H -3.704436 -3.699466 -1.958739 0.15 -0.78 -0.38
H -0.111601 -4.864307 -3.057528 0.44 0.38 0.05
H -0.383084 -3.226966 -3.833471 -0.12 -0.15 0.01
H -0.880911 -4.841426 -4.574559 0.10 0.46 -0.28
C 3.563385 -4.678884 -0.122784 -0.14 -2.79 1.01
C 2.223665 -4.802410 0.294587 1.27 2.19 0.18
C 1.371785 -5.710639 -0.238387 -0.30 -2.00 0.16
N 1.772955 -6.687086 -1.046974 2.06 0.17 -0.64
C 3.127275 -6.721833 -1.282590 -1.31 0.46 -0.32
C 4.087550 -5.838368 -0.781740 -1.69 1.82 -0.47
H 4.171819 -3.913924 0.336621 0.21 0.09 -0.24
H 1.828136 -4.134088 1.045123 -0.06 0.35 -0.05
H 0.353548 -5.791982 0.112311 -0.26 0.28 -0.11
H 3.440749 -7.379091 -2.080176 -0.01 -0.67 0.31
H 5.101035 -5.957508 -1.135349 0.14 0.17 0.24
C 1.015243 -0.020825 -0.949361 -0.31 2.96 0.16
C 0.124498 0.950357 -0.444460 1.25 -0.27 -0.65
C -0.906052 0.550979 0.366603 -0.64 -0.72 0.41
N -1.104940 -0.728362 0.776941 0.92 -0.28 -1.32
C -0.235231 -1.614153 0.242493 -0.73 0.11 1.18
C 0.819474 -1.281455 -0.566776 0.48 -1.84 -0.63
H 1.819170 0.282748 -1.603534 0.14 -0.01 -0.11
H 0.347600 1.975974 -0.698897 -0.49 0.15 0.05
H -1.686721 1.237551 0.659151 0.12 0.30 0.32
H -0.298941 -2.669218 0.464264 -0.61 -0.10 0.54
H 1.461689 -2.049381 -0.972039 0.01 -0.35 0.15
C -5.530972 -0.152205 -0.551828 -3.30 0.05 0.94
C -6.605729 0.649254 0.234435 -0.15 1.97 0.30
C -5.973451 2.115456 0.245125 -0.59 -3.03 -0.70
O -4.609626 1.766586 0.401749 1.09 1.15 1.52
C -4.276766 0.483305 -0.146355 1.02 1.51 -1.18
H -5.840446 0.096910 -1.566851 0.61 -0.99 -0.37
H -5.619186 -1.172712 -0.179147 0.07 -0.26 -0.96
H -6.752652 0.266896 1.244548 0.34 0.22 0.20
H -7.616514 0.764377 -0.156922 0.07 -0.65 -0.59
H -6.472420 2.755511 0.972770 0.90 -0.05 0.64
H -6.108109 2.616627 -0.713413 -0.11 -0.09 -0.33
H -3.590269 -0.117219 0.450470 -0.37 0.26 0.69
H -3.725034 0.713161 -1.057870 0.45 -0.07 -0.16
C -2.599755 3.620876 2.604549 0.75 -0.81 0.36
C -2.324209 5.073546 2.882498 -1.23 1.49 -1.33
C -3.697168 5.676301 3.333568 1.35 -1.38 -0.57
O -4.279771 4.579651 3.981661 -0.47 -1.44 1.60
C -3.864945 3.323663 3.409876 0.34 0.39 -0.56
H -1.646772 3.154822 2.855013 -0.29 -0.87 0.59
H -2.811654 3.224130 1.611679 0.19 1.04 -0.48
H -1.925032 5.535518 1.979539 0.09 0.43 0.23
H -1.645707 5.232385 3.720655 0.13 -0.28 -0.12
H -4.418644 5.919378 2.553502 0.53 0.82 -0.39
H -3.443502 6.464449 4.042486 -0.79 0.19 -0.04
H -4.573009 2.989884 2.651376 -0.48 -0.03 0.31
H -3.731330 2.515741 4.129263 -0.25 0.44 0.48

***

Record 2
142
Properties=species:S:1:pos:R:3:forces:R:3 method="wB97M-V/def2-TZVPD" homo_energy_ev=-10.9 charge=+1 homo_lumo_gap_ev=7.59 lumo_ev=-3.27 total_energy_ha=-4901.09633
C 2.215097 0.253630 3.477356 0.67 -1.23 0.01
C 3.078260 -0.286839 2.274105 0.87 0.93 -0.07
C 3.105044 0.719803 1.036593 -0.60 -1.57 2.08
N 4.144609 0.212282 0.123647 -0.76 0.79 -0.87
C 4.464255 1.092632 -1.022658 -0.08 -0.69 0.77
P 5.994435 2.114476 -0.408161 0.50 0.25 1.54
S 6.246523 2.055620 1.513258 -0.13 0.04 -0.16
N 3.378696 2.121729 -1.133414 0.60 -0.88 -3.29
C 2.662278 2.151888 -2.320942 -0.23 0.92 -0.07
N 1.600263 2.958997 -2.350884 0.30 -1.70 0.41
N 1.259283 3.672779 -1.209373 -0.43 2.00 -1.17
C 0.047190 4.132108 -1.240315 -0.76 0.61 0.66
C -0.170356 5.515386 -0.540154 0.11 -1.81 1.24
C -1.202887 3.429388 -1.854543 0.63 1.29 -0.19
N 2.917470 1.443196 -3.523421 -1.16 -0.11 3.08
C 3.393165 0.053993 -3.173078 0.49 0.43 -0.86
C 3.578316 -0.712092 -4.537795 -0.71 0.27 -0.75
C 3.559206 0.178374 -5.844035 0.03 -1.80 -0.65
C 3.590708 -0.840238 -7.044599 -0.49 -0.50 -0.52
O 2.860429 -0.727964 -7.995317 0.08 0.82 0.20
N 4.484913 -2.002371 -7.039121 -0.11 0.02 0.79
C 3.808343 -3.192106 -6.540914 -1.08 -2.45 1.45
C 4.294203 -3.833318 -5.335316 -0.43 -0.02 -0.20
C 3.691299 -4.985230 -4.727285 -0.78 0.79 -1.44
C 2.519324 -5.570506 -5.343109 1.47 1.81 -0.43
C 2.046174 -4.966286 -6.564174 0.41 0.20 0.42
C 2.653093 -3.804491 -7.175720 1.19 -0.16 1.51
C 2.298555 -0.688166 -2.339102 0.24 -0.89 0.10
O 0.991218 -0.626432 -2.998962 0.74 -0.45 0.64
C 0.271025 -1.773552 -2.797825 -2.08 0.63 -1.17
F -1.040829 -1.450664 -3.026885 1.32 -0.28 0.25
F 0.326265 -2.256656 -1.537404 0.51 0.09 -1.20
F 0.589276 -2.709858 -3.731252 0.12 0.44 1.48
C 4.747897 0.310967 -2.364858 0.00 0.49 1.00
C 5.508779 -1.061719 -2.190169 0.48 0.82 0.50
C 6.661003 -1.108789 -1.135143 0.75 -1.48 0.12
C 7.336686 -2.560935 -1.255658 -0.29 0.72 -0.02
C 8.906189 -2.506341 -1.226519 -0.24 -0.85 -0.78
C 9.527987 -2.482652 -2.675998 0.18 -0.03 1.14
O 9.594817 -1.140549 -3.161993 0.17 -0.73 -0.70
C 9.773790 -1.143044 -4.595187 -0.26 -0.05 0.10
P 5.815204 1.325193 -3.612050 -0.28 -1.43 -3.49
O 7.448156 0.972025 -3.434219 -1.11 1.85 1.07
O 5.465244 2.969061 -3.450890 1.20 -0.69 1.16
H 2.919162 0.682890 4.235338 -0.84 0.07 -0.73
H 1.426761 0.972430 3.161073 0.52 -0.52 0.35
H 1.777113 -0.648824 3.982354 0.00 1.04 -0.40
H 4.144829 -0.337639 2.622103 -0.90 -0.12 -0.34
H 2.807025 -1.323704 1.953165 -0.07 0.86 0.15
H 3.337953 1.714283 1.486532 -0.12 -0.67 -0.83
H 2.056709 0.669569 0.621555 0.90 0.55 0.06
H 3.829990 -0.708675 -0.178537 0.44 0.19 -0.09
H 5.787116 3.471692 -0.824972 -0.01 -0.73 -0.39
H 7.196852 1.683343 -1.023868 -0.64 0.18 -0.47
H 3.670204 3.048748 -0.815718 -0.84 -0.08 0.18
H 1.058118 3.041044 -3.214069 0.12 0.04 0.46
H -1.241839 5.629352 -0.266829 0.76 0.27 -0.44
H 0.253944 6.355404 -1.130307 -0.46 -0.70 0.20
H 0.396306 5.455060 0.430249 -0.39 0.27 -0.89
H -1.386364 3.886526 -2.865049 -0.01 -0.70 0.66
H -2.077039 3.745355 -1.228258 0.79 -0.48 -0.51
H -1.107906 2.322100 -1.877471 -0.01 0.82 -0.15
H 1.994745 1.387698 -3.975678 0.65 -0.19 -0.27
H 4.472038 -1.361892 -4.618490 -0.53 0.62 0.52
H 2.691453 -1.396829 -4.647389 0.84 0.52 0.19
H 2.598960 0.732565 -5.985300 0.97 -0.31 0.09
H 4.463476 0.811706 -5.971141 -0.75 -0.26 0.39
H 4.784323 -2.206137 -7.994379 -0.32 0.42 0.15
H 5.178617 -3.388794 -4.820546 -0.69 -0.38 -0.61
H 4.134805 -5.370900 -3.783614 -0.48 0.19 -0.88
H 2.051854 -6.439612 -4.845682 0.12 0.63 -0.69
H 1.151519 -5.414173 -7.043147 0.74 0.41 0.28
H 2.295033 -3.340683 -8.116133 -0.01 -0.57 0.75
H 2.578795 -1.776612 -2.337834 0.02 1.04 0.42
H 2.135810 -0.287817 -1.310408 0.36 -0.33 -0.78
H 4.765677 -1.864046 -1.933837 0.67 0.57 -0.43
H 5.993684 -1.283932 -3.180588 -0.61 -0.02 0.84
H 7.490926 -0.386706 -1.299743 -0.87 -0.31 -0.24
H 6.340760 -1.021249 -0.072209 -0.11 0.30 -0.89
H 6.987449 -3.025139 -2.220391 0.46 0.29 0.84
H 6.927152 -3.196849 -0.432863 0.45 0.42 -0.61
H 9.266948 -3.463501 -0.769189 -0.17 0.89 -0.19
H 9.279470 -1.641622 -0.627051 -0.22 -0.71 -0.43
H 8.912466 -3.126648 -3.355758 0.42 0.43 0.45
H 10.569712 -2.907800 -2.618383 -0.85 0.30 -0.20
H 10.394725 -0.266944 -4.886426 -0.62 -0.51 0.23
H 8.750092 -1.106545 -5.052245 0.93 0.07 0.05
H 10.299140 -2.066123 -4.950134 -0.36 0.69 0.35
H 7.938635 1.733963 -3.058768 0.11 -0.71 0.05
H 6.096829 3.463757 -4.009354 -0.48 -0.19 0.17
O -4.170270 2.533164 2.061708 -4.25 1.20 -0.16
P -4.591203 2.087931 3.450315 8.30 -3.06 2.44
O -3.462351 2.983904 4.270418 -0.70 0.72 -0.16
C -3.723263 4.374622 4.450481 0.02 0.28 0.16
C -4.860191 4.619176 5.426063 -0.12 -0.08 -0.04
O -3.793012 0.639230 3.348459 -0.94 -0.26 -0.15
C -3.431392 0.054588 2.103949 0.26 -0.08 -0.18
C -2.015902 0.443613 1.726563 0.30 0.10 0.01
O -5.180594 1.582864 4.945019 -2.33 1.69 -1.92
C -4.660925 0.490595 5.712255 0.05 -0.93 0.44
C -3.256351 0.710847 6.234032 0.23 0.41 -0.20
H -3.938584 4.839130 3.482719 0.05 0.00 -0.01
H -2.808775 4.825609 4.838398 0.07 -0.16 -0.06
H -5.809269 4.252768 5.022502 -0.02 0.05 0.02
H -4.971946 5.684902 5.630565 0.02 -0.01 -0.03
H -4.688650 4.091848 6.364930 0.04 0.05 -0.03
H -4.146595 0.312332 1.322301 0.08 0.14 0.05
H -3.484616 -1.030308 2.228705 -0.04 0.04 0.18
H -1.864509 1.524864 1.751084 -0.22 0.00 -0.07
H -1.768333 0.081169 0.725508 -0.01 -0.05 0.02
H -1.301715 0.017627 2.435415 -0.05 -0.07 -0.04
H -4.743700 -0.441627 5.156904 0.16 0.13 -0.03
H -5.331307 0.387878 6.570171 -0.20 0.31 -0.16
H -2.522180 0.795832 5.433704 -0.10 -0.06 -0.02
H -2.959066 -0.126028 6.869757 -0.19 -0.01 0.02
H -3.201346 1.633141 6.816452 -0.04 -0.11 0.05
O -9.783710 0.235262 6.349307 3.07 -2.28 1.75
P -9.651895 -0.944951 5.413212 -6.10 2.26 -5.36
O -9.272582 -0.120281 4.029591 0.69 -0.25 0.45
C -7.944213 0.376118 3.900574 0.19 0.08 -0.02
C -6.933656 -0.740489 3.701934 -0.11 -0.16 -0.05
O -11.272760 -1.173690 5.206906 0.53 -0.67 0.47
C -12.241911 -0.631047 6.100366 -0.33 0.33 0.05
C -12.743108 0.708187 5.595670 0.02 0.13 -0.17
O -9.374173 -2.403574 4.630378 2.03 0.77 2.67
C -10.340969 -3.107005 3.844966 -0.70 -0.74 -0.20
C -10.752763 -2.389105 2.576754 0.12 0.46 -0.03
H -7.687179 0.976630 4.777598 -0.03 0.02 -0.04
H -7.930974 1.036766 3.030193 -0.19 0.00 0.00
H -6.863894 -1.368077 4.595356 0.04 0.00 -0.02
H -5.942638 -0.334261 3.498855 -0.13 -0.10 -0.04
H -7.228334 -1.391658 2.877493 -0.03 0.06 0.00
H -11.849526 -0.563024 7.114993 0.11 0.11 -0.12
H -13.076657 -1.335899 6.135622 0.12 -0.11 -0.14
H -11.922182 1.395745 5.385148 0.06 -0.08 0.19
H -13.407910 1.172843 6.326198 0.00 -0.04 -0.03
H -13.289091 0.579655 4.658413 -0.05 -0.04 0.07
H -11.202540 -3.380025 4.453683 0.03 0.21 0.00
H -9.863387 -4.049269 3.563489 0.30 0.14 0.19
H -11.263303 -1.448112 2.777201 0.00 -0.08 0.09
H -11.430994 -3.017360 1.995170 0.10 -0.12 0.09
H -9.878227 -2.153869 1.965425 -0.04 -0.11 0.00